[1]
Below is C21H28FIrN4O3SSi2 as an isolated structure, with properties calculated with ωB97M-V with the def2-TZVPD basis set.

**Energy above the lowest of the compared OMol25 structures with the same formula, charge and spin**: 8.5 kcal/mol
**Charge**: 0
**Multiplicity**: 5
**E_HOMO (alpha / beta)**: -0.2405 / -0.2780 Eh
**<S²>**: 6.024
**Gap between HOMO and LUMO (alpha / beta)**: 5.39 / 2.54 eV

Element x y z (Å)
Ir: 0.119 -0.240 -2.053
C: 0.439 1.810 -4.659
Si: -0.448 2.640 -3.231
C: 0.078 4.436 -3.187
C: -2.294 2.495 -3.456
C: 0.070 1.785 -1.603
C: 1.541 1.903 -1.361
C: 2.257 3.001 -0.891
C: 3.629 2.890 -0.756
C: 4.270 1.696 -1.084
C: 3.507 0.642 -1.543
N: 2.183 0.754 -1.671
Si: -1.032 2.088 -0.066
C: -2.629 1.130 -0.242
C: -1.407 3.911 0.117
C: -0.099 1.506 1.448
H: 0.265 2.383 -5.574
H: 0.085 0.793 -4.844
H: 1.519 1.777 -4.498
H: -0.247 4.926 -4.108
H: 1.164 4.533 -3.135
H: -0.358 4.983 -2.350
H: -2.565 2.886 -4.439
H: -2.849 3.069 -2.712
H: -2.628 1.456 -3.411
H: 1.738 3.919 -0.650
H: 4.205 3.733 -0.397
H: 5.341 1.586 -0.990
H: 3.945 -0.309 -1.818
H: -3.331 1.619 -0.918
H: -3.112 1.042 0.734
H: -2.475 0.112 -0.612
H: -1.979 4.303 -0.725
H: -0.499 4.510 0.221
H: -2.004 4.065 1.020
H: 0.075 0.429 1.440
H: -0.685 1.733 2.342
H: 0.866 2.008 1.554
O: -2.714 -7.323 4.670
S: -2.903 -5.891 4.786
O: -3.708 -5.293 3.741
O: -3.169 -5.402 6.122
C: -1.227 -5.262 4.456
N: -0.261 -5.582 5.324
C: 0.950 -5.128 5.062
C: 1.242 -4.347 3.947
C: 0.171 -4.072 3.116
N: -1.051 -4.528 3.368
C: 0.263 -3.242 1.887
C: -0.865 -3.132 1.071
C: -0.812 -2.333 -0.045
N: 0.291 -1.636 -0.378
C: 1.385 -1.758 0.386
C: 1.411 -2.547 1.513
H: 1.732 -5.394 5.767
H: 2.248 -3.997 3.764
H: -1.764 -3.669 1.344
H: -1.663 -2.232 -0.706
H: 2.248 -1.181 0.084
H: 2.318 -2.592 2.098
F: -0.776 -1.460 -3.267

***

[2]
Below is a 7-piece molecular cluster, C21H28IN3O25S6 overall, with properties calculated with ωB97M-V with the def2-TZVPD basis set.

**Charge**: 0
**E_HOMO**: -0.3271 Eh
**Gap between HOMO and LUMO**: 8.16 eV

Element x y z (Å)
N: 2.814 -4.004 -0.715
C: 3.142 -3.264 -1.533
O: 3.385 -2.312 -2.495
C: 3.151 -1.064 -1.799
C: 4.295 -0.334 -1.299
C: 4.024 0.950 -0.537
C: 2.644 1.368 -0.338
C: 1.459 0.604 -0.887
N: 0.197 1.145 -0.652
C: -0.753 0.329 -1.179
I: -2.813 0.969 -0.956
C: -0.505 -0.962 -1.895
N: 0.733 -1.461 -2.140
C: 1.729 -0.643 -1.622
H: 5.317 -0.735 -1.493
H: 4.915 1.506 -0.128
H: 2.482 2.308 0.251
H: -1.381 -1.563 -2.263
C: -0.481 -5.290 -0.976
C: -0.665 -6.282 0.157
O: -2.072 -6.327 0.388
S: -2.842 -6.081 -1.017
O: -3.207 -7.349 -1.556
O: -3.780 -5.024 -0.833
O: -1.584 -5.520 -1.859
H: -0.543 -4.260 -0.614
H: 0.463 -5.432 -1.499
H: -0.136 -5.982 1.061
H: -0.339 -7.283 -0.139
C: -4.948 5.930 -0.068
C: -4.768 5.019 1.129
O: -5.870 4.108 1.071
S: -6.257 3.847 -0.475
O: -5.637 2.634 -0.895
O: -7.648 4.093 -0.639
O: -5.431 5.080 -1.114
H: -5.703 6.694 0.127
H: -4.017 6.410 -0.365
H: -4.770 5.562 2.065
H: -3.845 4.437 1.047
C: -1.842 -6.013 4.799
C: -1.493 -7.345 4.162
O: -0.097 -7.262 3.870
S: 0.623 -6.339 4.993
O: 1.195 -7.196 5.975
O: 1.363 -5.321 4.332
O: -0.716 -5.683 5.617
H: -1.956 -5.231 4.044
H: -2.747 -6.069 5.402
H: -2.065 -7.533 3.254
H: -1.642 -8.170 4.863
C: 9.574 3.041 -0.956
C: 9.382 2.039 0.168
O: 7.970 1.998 0.385
S: 7.210 2.256 -1.017
O: 6.852 0.994 -1.567
O: 6.276 3.312 -0.835
O: 8.477 2.820 -1.845
H: 9.512 4.067 -0.586
H: 10.521 2.901 -1.476
H: 9.903 2.330 1.078
H: 9.707 1.040 -0.134
C: -3.390 9.913 4.374
C: -2.662 8.741 5.004
O: -3.124 7.595 4.285
S: -3.437 8.017 2.759
O: -2.311 7.672 1.959
O: -4.766 7.603 2.441
O: -3.436 9.616 2.976
H: -4.416 9.986 4.741
H: -2.876 10.858 4.546
H: -2.876 8.641 6.067
H: -1.582 8.819 4.857
C: -0.887 -2.016 -5.916
C: -2.000 -2.986 -6.270
O: -1.462 -4.280 -5.992
S: -0.435 -4.173 -4.746
O: -1.130 -4.548 -3.552
O: 0.803 -4.757 -5.133
O: -0.272 -2.561 -4.748
H: -0.135 -1.971 -6.708
H: -1.262 -1.013 -5.716
H: -2.301 -2.911 -7.314
H: -2.873 -2.838 -5.629

***

[3]
Below is C21H28IrN11O2PS2 as an isolated structure, with properties calculated with ωB97M-V with the def2-TZVPD basis set.

**Energy above the lowest of the compared OMol25 structures with the same formula, charge and spin**: 217.8 kcal/mol
**Charge**: -2
**Multiplicity**: 2
**E_HOMO (alpha / beta)**: -0.0220 / -0.0220 Eh
**<S²>**: 0.758
**Gap between HOMO and LUMO (alpha / beta)**: 5.21 / 4.91 eV

Element x y z (Å)
Ir: 0.341 -0.226 -0.291
C: 1.971 4.282 0.493
C: 1.502 3.212 1.472
C: 0.010 3.044 1.441
C: -1.875 3.257 3.059
C: -3.254 3.447 2.522
C: -3.733 2.795 1.309
C: -3.045 2.429 0.228
C: -3.793 1.849 -0.954
C: -4.209 2.926 -1.958
C: -1.535 2.523 0.184
N: -0.975 1.845 -0.951
C: -0.757 2.203 -2.145
C: -0.159 1.185 -2.964
C: 0.046 1.104 -4.331
C: 0.563 -0.179 -4.572
C: 0.653 -0.805 -3.334
N: 0.200 0.003 -2.348
H: 3.040 4.469 0.619
H: 1.417 5.211 0.640
H: 1.797 3.961 -0.535
H: 1.812 3.471 2.491
H: 1.977 2.258 1.228
H: -1.772 3.309 4.144
H: -4.027 3.688 3.244
H: -4.809 2.635 1.271
H: -4.684 1.334 -0.585
H: -3.183 1.102 -1.462
H: -4.803 3.695 -1.461
H: -4.794 2.502 -2.780
H: -3.335 3.422 -2.385
H: -0.962 3.203 -2.533
H: -0.180 1.877 -5.051
H: 0.840 -0.610 -5.522
H: 1.023 -1.787 -3.105
N: -0.169 1.470 3.372
C: -0.803 2.392 2.483
N: -2.176 4.528 2.431
N: -1.634 4.875 1.135
N: -0.878 3.809 0.559
N: -0.767 1.774 1.184
C: 0.377 0.234 3.004
N: 0.960 -0.442 3.981
N: 1.295 -1.629 3.445
N: 0.932 -1.678 2.225
N: 0.341 -0.505 1.858
H: 0.369 1.882 4.119
C: 2.329 -6.749 1.122
C: 2.365 -5.352 1.714
O: 1.489 -4.506 0.990
P: 2.197 -3.145 0.334
S: 0.446 -2.479 -0.649
S: 2.481 0.147 -0.444
O: 3.083 -3.927 -0.854
C: 2.798 -4.104 -2.229
C: 3.507 -3.052 -3.062
H: 2.890 -7.452 1.744
H: 2.758 -6.740 0.119
H: 1.296 -7.093 1.048
H: 3.390 -4.965 1.684
H: 2.047 -5.362 2.761
H: 1.720 -4.063 -2.406
H: 3.140 -5.109 -2.505
H: 3.223 -2.054 -2.722
H: 3.237 -3.148 -4.117
H: 4.590 -3.151 -2.962